{
  "formula": "C19H46B3N3O9Si",
  "method": "wB97M-V/def2-TZVPD",
  "smiles": "C=CCB1OB(CON=O)OB([Si](C)(C)C)O1.COCCNCCOC.COCCNCCOC",
  "lumo_energy_ha": -0.0141,
  "homo_ev": -8.40,
  "elements": ["C", "C", "C", "B", "O", "B", "C", "O", "N", "O", "O", "B", "Si", "C", "C", "C", "O", "H", "H", "H", "H", "H", "H", "H", "H", "H", "H", "H", "H", "H", "H", "H", "H", "C", "O", "C", "C", "N", "C", "C", "O", "C", "H", "H", "H", "H", "H", "H", "H", "H", "H", "H", "H", "H", "H", "H", "H", "C", "O", "C", "C", "N", "C", "C", "O", "C", "H", "H", "H", "H", "H", "H", "H", "H", "H", "H", "H", "H", "H", "H", "H"],
  "positions_angstrom": [[-0.82, -6.03, -0.67], [-0.19, -4.76, -1.12], [1.44, -4.51, -1.06], [1.85, -3.21, -0.08], [1.60, -1.80, -0.44], [1.42, -0.94, 0.74], [1.41, 0.74, 0.64], [0.99, 1.32, 1.96], [-0.23, 1.92, 1.82], [-0.06, 3.04, 2.31], [1.22, -1.46, 2.14], [1.59, -2.89, 2.22], [0.97, -4.14, 3.57], [2.55, -5.00, 4.29], [-0.26, -5.34, 2.69], [0.05, -3.31, 5.05], [2.55, -3.46, 1.21], [-0.27, -7.05, -0.50], [-2.00, -6.01, -0.50], [-0.85, -3.85, -1.55], [1.85, -4.36, -2.15], [1.93, -5.51, -0.63], [2.50, 1.16, 0.45], [0.64, 1.08, -0.20], [3.10, -4.17, 4.95], [2.29, -5.90, 4.99], [3.28, -5.25, 3.41], [-1.10, -5.65, 3.48], [-0.74, -4.72, 1.79], [0.25, -6.28, 2.18], [-1.10, -3.60, 4.96], [0.14, -2.14, 5.09], [0.48, -3.78, 6.05], [-3.06, -2.08, -3.62], [-2.53, -3.38, -3.88], [-3.49, -4.26, -4.49], [-3.08, -4.58, -5.93], [-3.22, -3.41, -6.80], [-2.61, -3.57, -8.12], [-1.07, -3.74, -8.17], [-0.35, -2.58, -7.76], [-0.15, -2.47, -6.35], [-2.32, -1.52, -3.04], [-3.25, -1.54, -4.55], [-3.98, -2.14, -3.04], [-4.51, -3.86, -4.44], [-3.47, -5.18, -3.91], [-3.71, -5.39, -6.31], [-2.04, -4.93, -5.91], [-2.80, -2.60, -6.35], [-2.86, -2.68, -8.70], [-3.08, -4.42, -8.63], [-0.80, -3.91, -9.21], [-0.73, -4.63, -7.62], [-0.06, -3.45, -5.87], [-0.95, -1.89, -5.90], [0.78, -1.92, -6.19], [2.53, 10.19, 4.04], [1.16, 9.92, 3.79], [0.90, 9.56, 2.43], [0.47, 8.09, 2.33], [1.59, 7.19, 2.62], [1.19, 5.79, 2.81], [0.28, 5.47, 4.01], [0.91, 5.66, 5.28], [0.85, 6.99, 5.78], [2.62, 10.58, 5.06], [3.13, 9.28, 3.97], [2.91, 10.94, 3.35], [1.75, 9.78, 1.77], [0.06, 10.19, 2.10], [0.10, 7.89, 1.32], [-0.35, 7.94, 3.04], [2.06, 7.50, 3.47], [2.12, 5.22, 2.92], [0.71, 5.43, 1.89], [0.04, 4.40, 3.95], [-0.68, 5.99, 3.96], [-0.06, 7.51, 5.46], [1.74, 7.54, 5.48], [0.85, 6.94, 6.87]]
}


{
  "formula": "C4H9ClN4O5",
  "method": "wB97M-V/def2-TZVPD",
  "de_lowest_ev": 2.018,
  "lumo_energy_ha": [-0.0449, -0.0527],
  "homo_ev": [-9.29, -8.66],
  "elements": ["C", "C", "C", "C", "N", "N", "N", "N", "O", "O", "O", "O", "O", "Cl", "H", "H", "H", "H", "H", "H", "H", "H", "H"],
  "positions_angstrom": [[-2.68, -1.82, -1.59], [3.26, -1.34, -1.72], [0.08, 2.05, 2.02], [0.58, 1.62, 0.68], [-1.72, 0.03, -0.67], [1.91, 0.17, -0.44], [-1.49, 1.22, -0.66], [1.29, 0.38, 0.64], [-1.53, 2.24, -1.32], [1.30, -0.32, 1.63], [-0.90, 2.97, 2.07], [-2.56, -0.44, -1.71], [2.78, -0.91, -0.41], [0.85, 2.79, -0.46], [-1.88, -2.30, -2.04], [-3.66, -2.08, -2.06], [-2.70, -2.09, -0.48], [2.40, -1.33, -2.25], [3.86, -2.32, -1.77], [3.97, -0.52, -2.14], [0.90, 2.35, 2.75], [-0.28, 1.15, 2.51], [-0.69, 3.68, 1.47]]
}


{
  "formula": "C12H33BrCuN3O3",
  "method": "wB97M-V/def2-TZVPD",
  "charge": 1,
  "spin_multiplicity": 2,
  "de_lowest_ev": 1.314,
  "lumo_energy_ha": [-0.1770, -0.2906],
  "homo_ev": [-11.33, -11.33],
  "elements": ["Cu", "Br", "C", "C", "C", "O", "C", "N", "H", "H", "H", "H", "H", "H", "H", "H", "H", "H", "H", "C", "C", "C", "O", "C", "N", "H", "H", "H", "H", "H", "H", "H", "H", "H", "H", "H", "C", "C", "C", "O", "C", "N", "H", "H", "H", "H", "H", "H", "H", "H", "H", "H", "H"],
  "positions_angstrom": [[3.38, -1.87, 0.23], [0.95, -1.22, 0.44], [0.05, -1.12, -5.21], [0.27, -0.64, -3.76], [-0.73, 0.51, -3.33], [-0.41, 1.55, -4.17], [-1.11, 2.75, -3.79], [0.13, -1.76, -2.88], [-0.90, -1.66, -5.24], [0.87, -1.75, -5.52], [-0.02, -0.23, -5.83], [1.28, -0.29, -3.57], [-0.55, 0.72, -2.27], [-1.75, 0.16, -3.55], [-0.67, 3.59, -4.31], [-1.07, 2.89, -2.71], [-2.16, 2.68, -4.09], [0.42, -1.54, -1.90], [-0.87, -1.99, -2.80], [1.16, 2.87, 1.50], [0.51, 3.07, 0.13], [1.52, 2.69, -0.94], [2.71, 3.45, -0.92], [2.63, 4.65, -1.65], [-0.62, 2.12, -0.05], [0.43, 3.01, 2.30], [1.94, 3.60, 1.70], [1.53, 1.85, 1.63], [0.12, 4.09, 0.09], [1.03, 2.71, -1.93], [1.82, 1.67, -0.70], [2.06, 5.42, -1.13], [2.23, 4.51, -2.67], [3.64, 5.03, -1.79], [-1.40, 2.39, 0.55], [-0.29, 1.23, 0.33], [-1.65, -5.07, 3.86], [-1.36, -3.77, 3.11], [-0.68, -2.75, 4.00], [-1.56, -2.39, 5.04], [-1.03, -1.39, 5.87], [-0.42, -4.09, 2.02], [-0.70, -5.53, 4.13], [-2.25, -5.72, 3.22], [-2.21, -4.85, 4.77], [-2.31, -3.31, 2.80], [-0.54, -1.84, 3.39], [0.29, -3.07, 4.39], [-1.08, -0.41, 5.40], [0.01, -1.61, 6.16], [-1.58, -1.37, 6.81], [-0.18, -3.27, 1.47], [-0.88, -4.71, 1.36]]
}


{
  "formula": "C18H31BrN3O7S3",
  "method": "wB97M-V/def2-TZVPD",
  "charge": 1,
  "lumo_energy_ha": -0.1867,
  "homo_ev": -11.39,
  "elements": ["C", "C", "C", "C", "C", "N", "C", "N", "C", "C", "O", "O", "C", "C", "O", "N", "C", "S", "C", "C", "C", "C", "O", "Br", "S", "C", "O", "O", "H", "H", "H", "H", "H", "H", "H", "H", "H", "H", "H", "H", "H", "H", "H", "H", "H", "H", "H", "H", "H", "H", "H", "H", "H", "C", "S", "O", "C", "H", "H", "H", "H", "H", "H"],
  "positions_angstrom": [[-2.37, -6.09, 2.11], [-2.20, -4.91, 1.81], [-2.00, -3.36, 1.57], [-1.10, -2.85, 2.76], [-0.68, -1.30, 2.66], [-1.02, -0.69, 1.32], [-0.22, -0.87, 0.28], [0.96, -1.71, 0.51], [2.20, -0.89, 0.62], [3.11, -1.61, 1.73], [3.05, -2.83, 1.79], [3.93, -0.90, 2.65], [3.31, -1.03, 3.95], [2.50, 0.25, 4.47], [3.38, -2.00, 4.64], [-0.40, -0.32, -1.01], [-0.31, 1.12, -1.18], [1.37, 1.69, -1.80], [1.89, 3.21, -0.86], [1.81, 3.06, 0.73], [-1.18, -1.09, -1.99], [-0.30, -2.28, -2.61], [0.61, -2.06, -3.37], [-0.69, -4.13, -2.05], [-2.45, 0.28, 1.25], [-2.07, 1.94, 2.00], [-3.41, -0.34, 2.19], [-3.12, 0.36, -0.05], [-2.48, -7.06, 2.68], [-3.04, -2.89, 1.53], [-1.51, -3.26, 0.56], [-1.71, -2.99, 3.72], [-0.17, -3.47, 2.90], [0.41, -1.13, 2.93], [-1.26, -0.77, 3.50], [1.04, -2.42, -0.23], [2.02, 0.19, 0.89], [2.75, -0.96, -0.38], [3.12, 0.84, 5.22], [1.49, -0.05, 4.89], [2.28, 0.90, 3.56], [-0.51, 1.69, -0.22], [-1.07, 1.52, -1.93], [1.33, 4.14, -1.20], [2.99, 3.40, -1.12], [1.41, 4.03, 1.15], [2.84, 2.87, 1.15], [1.13, 2.22, 1.08], [-2.17, -1.47, -1.57], [-1.45, -0.41, -2.86], [-2.78, 2.10, 2.87], [-1.03, 1.89, 2.45], [-2.23, 2.79, 1.27], [-1.12, 3.93, -6.17], [-1.51, 2.37, -5.34], [-1.65, 2.66, -3.88], [0.11, 1.62, -5.60], [-1.99, 4.58, -6.10], [-0.26, 4.40, -5.68], [-0.89, 3.74, -7.22], [0.89, 2.24, -5.15], [0.30, 1.50, -6.67], [0.11, 0.63, -5.13]]
}


{
  "formula": "C28H21Br2N3O4S5Ta",
  "method": "wB97M-V/def2-TZVPD",
  "charge": -1,
  "de_lowest_ev": 0.907,
  "lumo_energy_ha": 0.0749,
  "homo_ev": -4.77,
  "elements": ["Ta", "S", "S", "S", "S", "C", "C", "C", "C", "C", "C", "N", "N", "C", "C", "C", "C", "C", "C", "H", "H", "H", "H", "H", "H", "H", "H", "H", "Br", "C", "C", "C", "Br", "C", "C", "C", "C", "N", "C", "C", "O", "H", "H", "H", "H", "C", "C", "C", "C", "C", "C", "H", "H", "H", "H", "H", "C", "S", "O", "O", "O", "H", "H", "H"],
  "positions_angstrom": [[0.21, 0.52, 1.09], [2.45, 0.65, 2.36], [2.01, 0.80, 4.37], [0.72, 2.39, 4.32], [-0.77, 1.50, 3.19], [4.64, -1.24, -3.14], [4.53, -0.10, -2.36], [3.67, -0.06, -1.28], [2.93, -1.19, -0.95], [3.05, -2.34, -1.72], [3.90, -2.37, -2.81], [2.03, -1.19, 0.18], [2.11, -2.27, 0.79], [1.25, -2.41, 1.88], [1.37, -3.62, 2.56], [0.53, -3.89, 3.61], [-0.45, -2.95, 3.93], [-0.55, -1.76, 3.24], [0.31, -1.42, 2.18], [5.31, -1.26, -3.99], [5.12, 0.78, -2.60], [3.59, 0.82, -0.67], [2.45, -3.21, -1.46], [3.97, -3.26, -3.41], [2.14, -4.32, 2.24], [0.61, -4.82, 4.16], [-1.14, -3.15, 4.74], [-1.33, -1.07, 3.53], [-3.97, -2.22, 1.56], [-3.99, -0.52, 0.76], [-5.17, -0.04, 0.16], [-5.22, 1.21, -0.37], [-6.85, 1.82, -1.13], [-4.09, 2.06, -0.35], [-4.06, 3.41, -0.78], [-2.92, 4.13, -0.61], [-1.77, 3.51, -0.09], [-1.73, 2.24, 0.26], [-2.89, 1.54, 0.18], [-2.84, 0.25, 0.79], [-1.74, -0.11, 1.37], [-6.04, -0.68, 0.15], [-4.96, 3.85, -1.20], [-2.87, 5.17, -0.89], [-0.87, 4.08, 0.03], [-1.43, -1.80, -3.12], [-0.93, -0.51, -3.18], [-0.43, 0.10, -2.03], [-0.44, -0.53, -0.79], [-0.99, -1.82, -0.76], [-1.46, -2.46, -1.90], [-1.81, -2.28, -4.02], [-0.91, 0.03, -4.12], [-0.03, 1.10, -2.13], [-1.06, -2.35, 0.18], [-1.86, -3.46, -1.82], [3.22, 3.31, 0.07], [1.50, 2.95, -0.13], [0.84, 3.10, 1.16], [1.02, 3.71, -1.25], [1.45, 1.46, -0.36], [3.30, 4.37, 0.32], [3.73, 3.11, -0.87], [3.59, 2.69, 0.88]]
}


{
  "formula": "C16H16ClNO4S",
  "method": "wB97M-V/def2-TZVPD",
  "smiles": "O=C(COC(=O)CCSc1ccc(Cl)cc1)NCc1ccco1",
  "de_lowest_ev": 0.098,
  "lumo_energy_ha": 0.0204,
  "homo_ev": -8.28,
  "elements": ["O", "C", "N", "H", "C", "C", "C", "C", "C", "O", "H", "H", "H", "H", "H", "C", "H", "H", "O", "C", "O", "C", "C", "H", "H", "S", "C", "C", "C", "C", "C", "C", "H", "H", "Cl", "H", "H", "H", "H"],
  "positions_angstrom": [[2.59, -1.89, -0.08], [1.51, -2.08, 0.42], [1.15, -1.66, 1.65], [0.21, -1.82, 1.98], [2.04, -0.86, 2.47], [1.67, 0.58, 2.47], [2.16, 1.64, 1.75], [1.41, 2.77, 2.16], [0.52, 2.31, 3.09], [0.68, 1.00, 3.28], [-0.24, 2.81, 3.66], [1.51, 3.77, 1.80], [2.95, 1.61, 1.04], [2.01, -1.25, 3.49], [3.05, -0.98, 2.06], [0.42, -2.90, -0.30], [0.09, -3.72, 0.36], [0.84, -3.29, -1.23], [-0.71, -2.11, -0.68], [-1.67, -1.90, 0.22], [-1.64, -2.31, 1.35], [-2.78, -1.06, -0.38], [-2.83, 0.28, 0.34], [-3.11, 0.14, 1.39], [-3.53, 0.96, -0.13], [-1.17, 1.06, 0.44], [-0.64, 1.05, -1.25], [0.69, 0.75, -1.50], [1.16, 0.73, -2.80], [0.29, 1.01, -3.84], [-1.03, 1.33, -3.60], [-1.50, 1.35, -2.29], [-2.53, 1.62, -2.10], [-1.70, 1.55, -4.41], [0.87, 0.97, -5.47], [2.19, 0.49, -3.00], [1.36, 0.53, -0.68], [-2.58, -0.93, -1.44], [-3.73, -1.58, -0.24]]
}


{
  "formula": "C5H9N2",
  "method": "wB97M-V/def2-TZVPD",
  "charge": 1,
  "de_lowest_ev": 3.889,
  "lumo_energy_ha": -0.1893,
  "homo_ev": -15.59,
  "elements": ["C", "C", "C", "C", "C", "N", "N", "H", "H", "H", "H", "H", "H", "H", "H", "H"],
  "positions_angstrom": [[1.70, 1.20, -0.09], [0.26, 1.66, -0.14], [0.79, -0.70, 0.45], [0.44, -1.90, -0.48], [-1.92, 0.57, 0.23], [1.86, 0.00, 0.18], [-0.52, 0.73, 0.19], [2.51, 1.86, -0.45], [-0.18, 2.55, -0.70], [0.73, -1.09, 1.52], [0.57, -1.66, -1.59], [-0.55, -2.15, -0.23], [1.14, -2.60, 0.00], [-2.09, -0.23, 1.10], [-2.41, 0.28, -0.62], [-2.32, 1.48, 0.62]]
}


{
  "formula": "C3HO3S",
  "method": "wB97M-V/def2-TZVPD",
  "charge": -1,
  "smiles": "O=C([O-])[C@H]1SC1=O",
  "de_lowest_ev": 0.497,
  "lumo_energy_ha": 0.1257,
  "homo_ev": -4.50,
  "elements": ["C", "C", "C", "O", "O", "O", "S", "H"],
  "positions_angstrom": [[1.15, -0.67, 0.61], [-1.03, 0.85, -0.08], [0.01, -0.40, -0.25], [-1.00, 1.66, -1.02], [1.65, -0.78, 1.68], [-1.81, 0.69, 0.88], [1.65, -0.16, -1.03], [-0.62, -1.19, -0.79]]
}


{
  "formula": "C6H18NO2SSi2",
  "method": "wB97M-V/def2-TZVPD",
  "charge": -1,
  "de_lowest_ev": 1.522,
  "lumo_energy_ha": 0.1292,
  "homo_ev": -4.33,
  "elements": ["C", "C", "C", "C", "C", "C", "N", "O", "O", "Si", "Si", "S", "H", "H", "H", "H", "H", "H", "H", "H", "H", "H", "H", "H", "H", "H", "H", "H", "H", "H"],
  "positions_angstrom": [[-1.62, 0.43, 1.89], [-4.26, -0.45, 0.29], [-2.04, 0.72, -1.38], [2.44, 0.91, -1.17], [2.96, -1.02, 1.23], [2.38, -2.00, -1.48], [0.09, -0.76, -0.07], [-2.12, -1.80, -0.21], [-0.04, -3.10, 0.70], [-2.39, -0.28, 0.19], [1.79, -0.62, -0.29], [-0.40, -2.21, -0.39], [-0.73, -0.12, 2.22], [-1.53, 1.49, 1.91], [-2.40, 0.22, 2.63], [-4.55, -1.38, -0.22], [-4.62, -0.36, 1.31], [-4.93, 0.47, -0.09], [-1.81, 0.01, -2.16], [-2.98, 1.10, -1.54], [-1.27, 1.50, -1.44], [2.59, 0.85, -2.22], [1.89, 1.82, -1.01], [3.40, 1.17, -0.78], [4.00, -1.07, 1.03], [2.79, -0.33, 1.98], [2.75, -2.01, 1.59], [1.82, -2.25, -2.45], [3.42, -1.99, -1.68], [2.30, -2.91, -0.90]]
}


{
  "formula": "C4H26O11S2",
  "method": "wB97M-V/def2-TZVPD",
  "smiles": "CSSCCC(=O)O.O.O.O.O.O.O.O.O.O",
  "de_lowest_ev": 0.000,
  "lumo_energy_ha": 0.0010,
  "homo_ev": -9.02,
  "elements": ["C", "C", "O", "O", "C", "S", "S", "C", "H", "H", "H", "H", "H", "H", "H", "H", "H", "H", "O", "H", "H", "O", "H", "H", "O", "H", "H", "O", "H", "H", "O", "H", "H", "O", "H", "H", "O", "H", "H", "O", "H", "H", "O"],
  "positions_angstrom": [[-1.64, 0.26, -0.36], [-1.34, 1.72, -0.37], [-1.95, 2.44, 0.57], [-0.61, 2.27, -1.19], [-2.37, -0.23, 0.89], [-1.40, -0.06, 2.44], [0.23, -1.21, 2.39], [-0.24, -2.93, 2.68], [-2.28, 0.01, -1.30], [-0.72, -0.33, -0.53], [-1.83, 3.47, 0.52], [-3.28, 0.39, 1.08], [-2.69, -1.29, 0.73], [-0.77, -3.05, 3.57], [-0.87, -3.36, 1.90], [0.67, -3.54, 2.71], [1.71, -3.09, -1.25], [0.33, -3.71, -1.02], [1.04, -3.62, -1.64], [-0.17, -0.93, -2.85], [0.10, -2.47, -2.62], [-0.61, -1.79, -2.75], [0.19, 1.23, -2.36], [1.53, 0.47, -2.30], [0.72, 0.55, -2.81], [-0.25, 2.29, 2.40], [0.89, 2.59, 3.36], [0.53, 2.82, 2.50], [-0.53, 4.92, 1.17], [-0.84, 5.25, -0.32], [-1.26, 4.95, 0.51], [2.84, -1.18, -0.65], [2.95, -2.12, 0.49], [2.95, -2.10, -0.47], [1.16, 2.88, -0.38], [1.56, 2.70, 1.05], [1.94, 2.73, 0.18], [-2.01, -3.86, -1.03], [-1.26, -2.56, -1.36], [-1.52, -3.16, -0.62], [2.58, 1.30, -0.47], [3.68, 0.81, -1.43], [2.83, 0.54, -1.07]]
}